Entry 1:
Here is the molecule C4H6F2 at a distorted geometry from the Open Molecules 2025 dataset. Energies are from the ωB97M-V functional and the def2-TZVPD basis.

The geometry in XYZ format:
```
12
Properties=species:S:1:pos:R:3:forces:R:3:nbo_charge:R:1
C 1.787 -0.096 0.354 -1.9 0.0 -0.8 -0.60
C 0.319 0.363 -0.206 2.3 -0.2 2.4 -0.43
C -0.846 -0.528 -0.201 0.0 -3.1 0.5 -0.37
C -2.032 -0.079 0.092 -0.6 2.1 -0.5 0.74
F -2.234 1.257 0.121 0.0 -0.1 0.7 -0.34
F -3.208 -0.625 0.211 -0.3 -1.0 -0.2 -0.29
H 2.481 0.716 0.147 -0.1 0.2 0.4 0.21
H 2.169 -0.903 -0.255 -0.1 -0.5 -0.2 0.20
H 1.823 -0.448 1.406 -0.3 0.6 -0.6 0.21
H 0.144 1.381 0.094 -0.6 0.1 1.2 0.23
H 0.346 0.562 -1.191 1.5 0.5 -4.0 0.21
H -0.750 -1.601 -0.571 -0.1 1.4 1.0 0.23
```
Positions in Å, forces in eV/Å.

Summary:
LUMO energy: 0.0381 Eh
SMILES: CCC=C(F)F
multiplicity: 1
HOMO level: -9.433 eV
HOMO-LUMO gap: 10.47 eV
strongest force on any atom: 4.27 eV Å⁻¹
energy above the lowest of the compared OMol25 structures with the same formula, charge and spin: 1.159 eV

***

Entry 2:
Here is a cluster of 2 separate species, C4H6F2N2 in total at a distorted geometry from the Open Molecules 2025 dataset. Energies are from the ωB97M-V functional and the def2-TZVPD basis.

The geometry in XYZ format:
```
14
Properties=species:S:1:pos:R:3:forces:R:3:nbo_charge:R:1
C -0.351 0.835 0.441 1.7 0.8 -10.3 0.15
C 0.469 1.573 -0.506 -0.2 0.2 0.5 -0.67
C 0.290 -2.383 0.390 0.1 -0.1 0.1 -0.59
C 0.660 -1.658 -0.636 0.5 0.1 -0.3 0.74
N -0.600 0.531 1.623 -3.9 -3.2 7.9 -0.15
N -1.488 0.025 0.462 2.1 2.5 1.9 -0.37
F 1.873 -1.120 -0.786 -0.2 -0.2 0.1 -0.32
F -0.060 -1.381 -1.714 0.0 -0.1 0.2 -0.32
H 0.354 2.642 -0.324 0.2 0.5 -0.3 0.21
H 0.175 1.346 -1.530 0.0 0.0 0.1 0.24
H 1.518 1.325 -0.359 0.3 0.1 -0.2 0.23
H -0.705 -2.774 0.458 -0.2 -0.1 -0.1 0.23
H -2.361 0.556 0.409 -0.5 -0.5 0.3 0.38
H 0.968 -2.534 1.209 0.2 0.0 0.0 0.23
```
Positions in Å, forces in eV/Å.

Summary:
LUMO energy (spin up / spin down): 0.0360 / -0.0729 Eh
multiplicity: 3
HOMO level (spin up / spin down): -5.585 / -9.793 eV
HOMO-LUMO gap (spin up / spin down): 6.57 / 7.81 eV
strongest force on any atom: 10.47 eV Å⁻¹
energy above the lowest of the compared OMol25 structures with the same formula, charge and spin: 1.707 eV

***

Entry 3:
Here is the molecule C4H6F2N4 at a distorted geometry from the Open Molecules 2025 dataset. Energies are from the ωB97M-V functional and the def2-TZVPD basis.

The geometry in XYZ format:
```
16
Properties=species:S:1:pos:R:3:forces:R:3:nbo_charge:R:1
C 0.237 1.285 -0.193 0.4 -2.4 -0.7 -0.01
C -1.445 -1.430 2.004 0.1 0.9 -1.7 0.42
C 1.451 -0.714 -1.354 -0.7 0.0 -1.1 -0.45
C 0.571 2.184 -1.355 1.6 0.6 1.5 0.45
N -0.573 -0.902 1.396 -1.1 -0.2 -0.4 -0.06
N 0.466 -0.910 0.699 1.7 -1.7 0.9 -0.25
N 0.632 0.009 -0.329 -1.3 2.5 0.0 -0.22
N -2.448 -1.573 2.820 -0.3 1.0 2.3 -0.79
F -0.079 3.384 -1.216 -0.7 -0.4 -0.5 -0.35
F 0.421 1.702 -2.604 -1.1 -0.1 -1.0 -0.35
H 1.502 -0.022 -2.250 0.2 -1.3 1.1 0.23
H 2.407 -0.931 -0.889 0.3 0.3 -0.1 0.22
H 1.040 -1.764 -1.605 0.1 2.0 0.3 0.23
H 1.618 2.500 -1.315 0.3 -0.3 0.4 0.13
H -2.419 -0.977 3.669 -0.3 -0.7 -0.7 0.40
H -3.381 -1.840 2.520 0.6 -0.2 -0.2 0.42
```
Positions in Å, forces in eV/Å.

Summary:
LUMO energy: 0.0076 Eh
multiplicity: 1
HOMO level: -8.066 eV
HOMO-LUMO gap: 8.27 eV
strongest force on any atom: 2.81 eV Å⁻¹
energy above the lowest of the compared OMol25 structures with the same formula, charge and spin: 5.326 eV

***

Please write out number 3 again, unchanged.
Here is the molecule C4H6F2N4 at a distorted geometry from the Open Molecules 2025 dataset. Energies are from the ωB97M-V functional and the def2-TZVPD basis.

The geometry in XYZ format:
```
16
Properties=species:S:1:pos:R:3:forces:R:3:nbo_charge:R:1
C 0.237 1.285 -0.193 0.4 -2.4 -0.7 -0.01
C -1.445 -1.430 2.004 0.1 0.9 -1.7 0.42
C 1.451 -0.714 -1.354 -0.7 0.0 -1.1 -0.45
C 0.571 2.184 -1.355 1.6 0.6 1.5 0.45
N -0.573 -0.902 1.396 -1.1 -0.2 -0.4 -0.06
N 0.466 -0.910 0.699 1.7 -1.7 0.9 -0.25
N 0.632 0.009 -0.329 -1.3 2.5 0.0 -0.22
N -2.448 -1.573 2.820 -0.3 1.0 2.3 -0.79
F -0.079 3.384 -1.216 -0.7 -0.4 -0.5 -0.35
F 0.421 1.702 -2.604 -1.1 -0.1 -1.0 -0.35
H 1.502 -0.022 -2.250 0.2 -1.3 1.1 0.23
H 2.407 -0.931 -0.889 0.3 0.3 -0.1 0.22
H 1.040 -1.764 -1.605 0.1 2.0 0.3 0.23
H 1.618 2.500 -1.315 0.3 -0.3 0.4 0.13
H -2.419 -0.977 3.669 -0.3 -0.7 -0.7 0.40
H -3.381 -1.840 2.520 0.6 -0.2 -0.2 0.42
```
Positions in Å, forces in eV/Å.

Summary:
LUMO energy: 0.0076 Eh
multiplicity: 1
HOMO level: -8.066 eV
HOMO-LUMO gap: 8.27 eV
strongest force on any atom: 2.81 eV Å⁻¹
energy above the lowest of the compared OMol25 structures with the same formula, charge and spin: 5.326 eV